83
Properties=species:S:1:pos:R:3 method="wB97M-V/def2-TZVPD" total_energy_ev=-103135.588 total_charge=+2 homo_lumo_gap_ev="5.41 / 5.30" homo_energy_ev="-10.44 / -13.60" e_above_lowest_ev=2.7039 mol_weight_g_mol=833.81 spin_multiplicity=5
P -1.61342 -1.71954 -0.00983
C -2.57562 -2.60413 1.21226
C -3.96717 -2.44550 1.28575
H -4.46803 -1.70951 0.65493
C -4.70341 -3.24835 2.15641
H -5.78847 -3.13548 2.20273
C -4.05278 -4.19613 2.95823
H -4.63268 -4.82590 3.62894
C -2.65904 -4.33340 2.89941
H -2.15120 -5.06846 3.52549
C -1.90972 -3.53521 2.03361
H -0.82809 -3.62327 1.97724
C -2.58864 -0.33181 -0.61178
C -3.01609 0.64800 0.31081
H -2.83193 0.49974 1.37916
C -3.67341 1.78452 -0.14315
H -3.96965 2.56027 0.57645
C -3.97814 1.92858 -1.49688
H -4.51936 2.80897 -1.84837
C -3.60384 0.93805 -2.41555
H -3.86202 1.02961 -3.46660
C -2.89209 -0.18911 -1.98141
H -2.60229 -0.95946 -2.68753
C -1.18277 -2.85099 -1.34470
C -2.19551 -3.66199 -1.88971
H -3.20852 -3.60582 -1.48153
C -1.90194 -4.52777 -2.93641
H -2.69710 -5.15557 -3.35604
C -0.60233 -4.59298 -3.45229
H -0.38220 -5.25145 -4.29263
C 0.41763 -3.82410 -2.87925
H 1.43723 -3.87480 -3.27241
C 0.14594 -2.99309 -1.79364
H 0.95520 -2.49330 -1.25772
Os 2.03635 0.44372 1.48106
C 2.28901 1.95373 0.10417
C 1.38026 2.07839 -0.88100
H 3.15224 2.64774 0.15803
C 0.34183 0.97576 -0.92679
O 0.57707 0.19487 -2.13096
H 0.05991 -0.63479 -2.10182
C 0.57689 0.15936 0.27380
H -0.68652 1.37071 -0.89290
C 0.19476 -0.91500 0.89898
Cl 4.10558 1.42707 2.30077
Cl 2.11910 -1.03158 3.38433
P 1.06270 1.91786 2.99393
C 1.93854 2.19849 4.56517
H 2.77953 2.87919 4.39621
H 2.32265 1.23959 4.92789
H 1.24296 2.62634 5.29891
C 0.70520 3.59321 2.37390
H 0.08802 3.52780 1.46987
H 1.64828 4.09233 2.12149
H 0.17114 4.17815 3.13577
C -0.56512 1.25728 3.45820
H -0.46709 0.18247 3.64487
H -1.27452 1.42185 2.63935
H -0.91458 1.76500 4.36567
P 1.32894 3.31126 -2.20746
C 2.40466 4.66273 -1.78618
C -0.38514 3.83063 -2.31805
H 3.42844 4.29182 -1.64550
H 2.05717 5.15085 -0.86554
H 2.37939 5.38202 -2.61670
H -1.04170 2.97234 -2.51516
H -0.47792 4.55905 -3.13405
H -0.68781 4.30309 -1.37255
C 1.84283 2.46801 -3.69744
H 2.87781 2.12251 -3.57274
H 1.78088 3.16415 -4.54335
H 1.19481 1.59613 -3.85215
H 0.50424 -1.53264 1.78134
C 5.05627 -1.54199 1.35150
S 3.51999 -1.33661 0.46079
C 4.06329 -0.81412 -1.15990
O 2.86793 -2.64197 0.30387
H 5.83526 -0.93297 0.88560
H 5.30074 -2.60816 1.29818
H 4.89367 -1.22092 2.38292
H 4.42670 -1.71559 -1.66755
H 3.19663 -0.39988 -1.68694
H 4.85017 -0.05990 -1.06581

***

90
Properties=species:S:1:pos:R:3 method="wB97M-V/def2-TZVPD" total_energy_ev=-168109.164 total_charge=+1 homo_lumo_gap_ev="7.90 / 8.04" homo_energy_ev="-11.00 / -11.07" e_above_lowest_ev=0.0000 mol_weight_g_mol=802.57 spin_multiplicity=2
Ti -0.04773 0.06800 -0.95376
O 0.28615 0.31525 1.24017
C 1.63743 0.03409 1.72684
C 2.51648 0.00405 0.45319
O 3.71360 -0.03368 0.51450
O 1.81427 -0.00284 -0.65827
C 2.00133 1.13393 2.71277
C 1.25775 1.18360 3.89374
C 1.44868 2.20910 4.80517
C 2.40348 3.18568 4.55410
C 3.16094 3.12605 3.39495
C 2.96333 2.10656 2.47182
C 1.68236 -1.34409 2.38475
C 2.92078 -1.87674 2.74131
C 2.99201 -3.11705 3.35217
C 1.83286 -3.83489 3.62704
C 0.60094 -3.30162 3.28998
C 0.52506 -2.05830 2.67019
H -0.18211 0.82623 1.91307
H 0.54821 0.39318 4.11979
H 0.86793 2.23500 5.71750
H 2.56421 3.98227 5.26805
H 3.91689 3.87553 3.20229
H 3.57205 2.06755 1.57989
H 3.82297 -1.31861 2.52957
H 3.95779 -3.52378 3.62070
H 1.89342 -4.80002 4.11214
H -0.30798 -3.84627 3.51073
H -0.44413 -1.65963 2.40287
C 1.44170 2.83824 -0.59655
N 1.64576 4.26407 -0.71121
C 0.52709 4.95614 -0.07425
N -0.74854 4.59678 -0.69988
C -0.94108 3.16828 -0.58928
N 0.15605 2.38002 -1.23377
C 0.22409 2.82064 -2.67298
N 0.42073 4.25012 -2.79223
C 1.67386 4.61920 -2.13365
C -0.67819 4.94464 -2.12489
H 1.41016 2.56756 0.45957
H 2.26444 2.31542 -1.08163
H 0.67346 6.03282 -0.15986
H 0.49627 4.68898 0.98476
H -1.88430 2.90627 -1.06753
H -0.98970 2.88936 0.46765
H -0.70785 2.53927 -3.16394
H 1.04143 2.28670 -3.15829
H 1.82922 5.69364 -2.23102
H 2.50083 4.09766 -2.61748
H -1.62012 4.67362 -2.60603
H -0.53449 6.02091 -2.21935
Cl 2.83604 0.09111 -4.93477
Ge 2.25257 -1.53919 -3.58533
Cl -0.25369 -0.29226 -3.30423
Cl 1.41888 -2.90101 -5.12980
C -2.49103 -2.77449 -1.88095
N -1.24945 -3.51663 -1.97251
C -1.14208 -4.39541 -3.13063
C -0.20448 -3.22311 -1.16966
N -0.09339 -2.04238 -0.58190
N 0.72636 -4.18359 -0.95130
C 0.39667 -5.60006 -0.88508
C 2.03420 -3.83190 -0.41659
H -3.31390 -3.45422 -2.10789
H -2.51969 -1.94480 -2.59034
H -2.61774 -2.39567 -0.87011
H -1.46599 -3.84845 -4.01693
H -1.76878 -5.28202 -3.01229
H -0.11165 -4.69071 -3.29027
H 0.50144 -2.14786 0.23386
H -0.67643 -5.74534 -0.96668
H 0.72360 -5.99232 0.08018
H 0.89510 -6.16635 -1.67366
H 2.05642 -3.88182 0.67875
H 2.32022 -2.83207 -0.73904
H 2.77029 -4.53411 -0.80774
C -6.49928 0.46648 0.04640
C -5.01720 0.43235 -0.15203
C -4.43568 0.73806 -1.38007
C -3.06688 0.67123 -1.53108
N -2.23440 0.32677 -0.53415
C -2.79414 0.02623 0.64864
C -4.15008 0.06621 0.87814
H -6.98409 1.08764 -0.70372
H -6.75412 0.84178 1.03648
H -6.90831 -0.54249 -0.03752
H -5.04756 1.02502 -2.22469
H -2.60187 0.88400 -2.48641
H -2.11627 -0.28887 1.43232
H -4.53335 -0.18864 1.85721

***

91
Properties=species:S:1:pos:R:3 method="wB97M-V/def2-TZVPD" total_energy_ev=-62027.851 total_charge=-2 homo_lumo_gap_ev=3.90 homo_energy_ev=-0.25 e_above_lowest_ev=0.2372 mol_weight_g_mol=743.22 spin_multiplicity=1
Rb 0.73416 -0.51281 -1.00840
N 0.43978 -3.02627 0.76942
C 0.57152 -4.44902 1.11759
C 0.07041 -4.68321 2.55034
C -1.14960 -3.85840 2.95837
C -2.43977 -4.01113 2.15154
N -2.46494 -3.43012 0.81873
C -2.50462 -2.13298 0.58895
N -2.44485 -1.62973 -0.64253
N -2.72745 -1.25240 1.58896
C 1.97367 -5.07356 0.85647
O 2.27480 -6.03660 1.59970
O 2.61208 -4.55996 -0.08080
H 0.80577 -2.86231 -0.16406
H 1.06146 -2.49203 1.37642
H -0.10754 -4.99582 0.44645
H 0.87916 -4.46161 3.25274
H -0.13879 -5.74681 2.67651
H -0.86139 -2.80606 2.97496
H -1.42437 -4.11845 3.98829
H -3.26324 -3.57157 2.72203
H -2.68447 -5.06634 2.01228
H -2.06410 -3.99299 0.07092
H -2.20609 -2.24996 -1.40513
H -2.16350 -0.64540 -0.72037
H -2.32304 -1.48124 2.48287
H -2.61717 -0.28084 1.30973
F -1.72847 3.25908 3.26434
C -1.68328 3.03265 1.91218
C -1.53097 1.74452 1.44375
C -1.50540 1.44259 0.06889
C -1.62303 2.55754 -0.79088
C -1.74580 3.84028 -0.27337
F -1.81255 4.91983 -1.10806
C -1.78679 4.12222 1.07843
C -1.63033 2.37239 -2.26430
C -2.61842 2.97073 -3.05467
C -2.64541 2.72499 -4.41230
C -1.68091 1.89380 -4.96280
C -0.73567 1.35307 -4.10884
N -0.69975 1.58243 -2.80040
H -1.39384 0.97795 2.20199
H -1.87000 5.13430 1.44651
H -3.36078 3.60395 -2.58869
H -3.41251 3.17162 -5.03420
H -1.65739 1.66864 -6.02098
H 0.05643 0.71297 -4.48361
N -0.66446 -2.07723 -5.49987
C -0.92332 -2.50999 -4.22074
O -0.43001 -1.91118 -3.25772
C -1.76218 -3.67617 -4.09608
C -2.42439 -4.22998 -5.20798
N -2.98755 -4.66337 -6.12316
C -1.91562 -4.23825 -2.82251
N -2.06715 -4.67708 -1.76205
H -1.22069 -2.42442 -6.26238
H -0.29639 -1.14570 -5.57236
C 2.09046 3.34691 -1.90884
C 2.75746 2.18738 -2.65384
C 3.67785 2.78016 -3.74440
C 3.41417 1.21594 -1.68429
H 1.58263 4.05137 -2.58043
H 2.85295 3.90874 -1.35371
H 1.36279 2.97393 -1.18468
H 1.95809 1.65624 -3.19347
H 4.48680 3.34737 -3.26983
H 3.14854 3.45332 -4.43850
H 4.13975 1.97808 -4.32452
H 4.27952 1.71544 -1.20737
H 3.80980 0.34821 -2.23966
C 3.27587 2.09019 1.57982
N 2.39087 1.94901 2.72495
C 2.52522 2.92306 3.78475
C 1.19076 3.13928 4.46572
C 0.71060 1.80526 4.99487
N 0.77306 0.79412 3.96068
C -0.08188 -0.35307 4.12808
C 1.55297 0.87857 2.81535
O 1.48174 0.01243 1.95163
H 3.19607 3.10753 1.18892
H 3.01264 1.42083 0.75728
H 4.31587 1.90535 1.87115
H 2.88698 3.84874 3.33401
H 3.28154 2.60633 4.51942
H 0.47359 3.52375 3.73965
H 1.27942 3.85930 5.28170
H -0.32428 1.87627 5.34194
H 1.32402 1.50608 5.85844
H -1.12922 -0.04349 4.23588
H 0.19341 -0.93185 5.01794
H 0.02871 -0.98533 3.25120